{
  "formula": "C18H42ClN3O10PS4",
  "method": "wB97M-V/def2-TZVPD",
  "lumo_ev": -5.22,
  "homo_energy_ev": -9.92,
  "homo_lumo_gap_ha": 0.173,
  "charge": 1,
  "elements": ["C", "C", "Cl", "C", "C", "C", "C", "O", "C", "O", "C", "C", "O", "N", "C", "P", "O", "N", "O", "N", "O", "H", "H", "H", "H", "H", "H", "H", "H", "H", "H", "H", "H", "H", "H", "H", "H", "H", "H", "C", "S", "O", "C", "H", "H", "H", "H", "H", "H", "C", "S", "O", "C", "H", "H", "H", "H", "H", "H", "C", "S", "O", "C", "H", "H", "H", "H", "H", "H", "C", "S", "O", "C", "H", "H", "H", "H", "H", "H"],
  "coordinates": [[-1.22524, 2.99378, 1.98219], [-2.59872, 3.76659, 1.52508], [-3.91221, 3.32412, 2.79556], [-2.40346, 5.41183, 1.64356], [-1.76467, 6.08094, 0.26277], [-2.32576, 6.02848, -1.28825], [-3.67528, 5.23635, -1.76366], [-3.46491, 3.92263, -2.37849], [-2.07106, 3.46778, -2.30867], [-2.06683, 2.08200, -2.88694], [-0.67950, 1.68204, -3.23274], [0.27893, 1.44445, -1.90420], [1.63219, 0.95838, -2.21563], [-1.41673, 6.78201, -2.23360], [-0.30479, 7.28584, -1.33681], [1.05049, 8.24570, -2.28150], [1.48573, 7.34386, -3.54493], [-0.46916, 6.90732, 0.11880], [0.43194, 7.23864, 1.09519], [1.15073, 6.12881, 1.33836], [2.33766, 6.29427, 1.08341], [-1.12090, 3.16206, 3.15707], [-0.24702, 3.44202, 1.49045], [-1.22387, 1.83395, 1.79290], [-3.02945, 3.42188, 0.48580], [-1.66020, 5.59550, 2.52962], [-3.46653, 5.91565, 1.80481], [-4.19285, 5.91921, -2.59462], [-4.49672, 5.12822, -0.90703], [-1.65539, 3.32660, -1.20561], [-1.32291, 4.07692, -3.00291], [-0.71236, 0.70647, -3.91950], [-0.11295, 2.49482, -3.89024], [-0.27024, 0.80552, -1.06454], [0.40972, 2.52666, -1.41736], [1.96154, 1.56660, -2.95217], [-1.57952, 6.89160, -3.26417], [0.59692, 9.51358, -2.80556], [2.26948, 8.35741, -1.47225], [1.06413, -3.56938, -2.35176], [0.86463, -1.97841, -3.18997], [-0.55820, -1.88937, -3.65535], [1.88219, -2.39102, -4.62872], [0.47389, -3.55218, -1.43175], [0.70785, -4.37924, -2.99333], [2.11628, -3.72313, -2.10120], [1.47738, -3.27154, -5.13316], [2.90886, -2.58162, -4.30701], [1.87011, -1.54181, -5.31546], [2.04493, 0.56834, 4.35084], [2.48957, 2.31313, 4.17321], [1.21540, 3.09045, 4.02752], [3.22247, 2.15725, 2.52572], [1.53160, 0.43769, 5.30716], [1.37780, 0.26625, 3.53960], [2.94958, -0.04401, 4.34168], [2.48522, 1.75945, 1.82438], [4.09039, 1.49520, 2.57356], [3.54110, 3.14792, 2.19414], [1.25036, -9.10143, -0.43902], [1.10121, -7.81104, -1.69846], [2.14729, -6.77606, -1.40952], [-0.48386, -7.15862, -1.11744], [2.20058, -9.62129, -0.58710], [1.23506, -8.65595, 0.55884], [0.42981, -9.81480, -0.54511], [-0.39535, -6.83036, -0.07914], [-1.25029, -7.93273, -1.20231], [-0.75817, -6.30774, -1.74487], [-1.55363, -7.81844, 4.40950], [-0.26687, -7.98794, 3.14892], [-0.72024, -9.03943, 2.18053], [0.96687, -8.74525, 4.23521], [-2.44480, -7.39422, 3.93943], [-1.79909, -8.79703, 4.82965], [-1.20861, -7.14616, 5.19845], [0.57018, -9.66755, 4.66612], [1.23316, -8.04399, 5.02968], [1.85509, -8.97443, 3.64236]],
  "forces_ev_per_angstrom": [[0.2086, 0.3025, 0.7723], [0.7419, -0.1362, -0.1101], [1.1197, 0.5100, -1.2737], [0.0782, -0.0643, -0.8410], [0.3579, 0.8110, -4.4209], [1.7592, 0.5677, 2.8863], [-0.6968, 1.0968, -0.6059], [2.3102, 0.9634, 1.0620], [0.9596, -2.2113, -0.6533], [1.7437, 2.0894, 0.4478], [1.1886, -0.8311, -0.5328], [-0.8281, 1.5757, 0.6269], [-1.5363, 1.6955, -1.1141], [0.8133, -1.0207, 8.0370], [-2.0947, -0.9297, 0.0040], [2.9513, -3.7671, -4.6477], [-2.1401, 2.8556, 4.2882], [-4.7244, -1.4928, -5.2917], [-1.9363, 3.4610, -1.8233], [6.6128, -3.5103, -0.4562], [-4.7554, -0.0819, 1.3059], [-0.0906, -0.3811, -2.6490], [-2.1285, -0.7642, 0.8407], [-0.3375, 2.3890, 0.2354], [0.8821, 0.8161, 2.1503], [-1.5442, -0.0869, -1.7137], [2.4522, -0.9770, -0.2767], [1.2067, -1.3735, 1.7389], [2.2276, 0.3335, -1.4994], [-1.0417, 0.8507, -2.1180], [-1.6092, -0.7710, 1.5481], [-0.2892, 1.9953, 1.8660], [-1.3567, -1.2628, 1.2808], [1.4451, 0.9104, -2.1370], [-0.2952, -2.0578, -0.8266], [-0.5686, -1.2239, 1.4715], [0.6785, 0.0005, 1.3081], [-0.1105, -0.5685, 1.1551], [-1.6335, 0.3621, 0.0480], [-0.0880, -0.0527, -0.0728], [-0.0758, -0.3713, 0.0242], [0.3676, 0.0221, 0.0258], [-0.0344, -0.0654, -0.0720], [0.0744, 0.1104, -0.1589], [0.0645, 0.1162, 0.0115], [-0.1046, 0.0021, -0.0406], [-0.0326, 0.0735, 0.0944], [-0.1084, 0.0351, 0.0395], [-0.0611, -0.0506, 0.1494], [-0.1344, -0.0365, 0.0038], [-0.1303, -0.0223, -0.0406], [0.3372, -0.2825, -0.1668], [-0.0808, 0.0074, -0.0706], [0.1118, 0.1453, -0.1266], [0.0662, 0.1112, 0.0249], [-0.0320, 0.1241, 0.0047], [-0.0052, 0.0000, 0.0975], [-0.0814, 0.0729, 0.0527], [-0.0449, -0.0814, 0.1529], [0.1724, 0.0210, 0.0541], [0.1122, 0.0684, 0.2238], [-0.4029, -0.2232, 0.0169], [-0.0138, 0.0745, 0.0715], [-0.1108, 0.1589, -0.1389], [-0.1062, -0.0092, -0.2099], [0.0318, 0.1405, 0.0271], [0.0769, -0.1000, -0.0641], [0.1202, 0.0342, 0.0081], [0.1172, -0.1276, -0.0167], [-0.1241, -0.0520, 0.0220], [-0.1538, -0.3535, -0.0516], [0.1699, 0.4106, 0.4812], [0.0058, -0.0875, 0.0261], [0.2055, -0.0634, -0.0308], [0.0915, 0.0484, -0.1104], [0.0382, -0.0345, -0.1044], [-0.0480, 0.0850, -0.1004], [-0.0472, -0.0043, -0.1071], [-0.1624, 0.0815, -0.0111]]
}